# 1
ORCA calculation (ωB97M-V with the def2-TZVPD basis set) on a molecular structure, C39H34CdN2O4Te in a non-equilibrium geometry.

```
81
Properties=species:S:1:pos:R:3:forces:R:3
Cd 0.429786 -0.008498 0.073887 0.9 -0.2 0.1
C 1.733916 0.361029 3.878256 -0.2 0.4 0.6
O 1.410522 1.106143 2.707275 -0.7 0.0 0.5
C 0.801667 2.348624 2.848112 0.6 -0.3 -0.9
C 0.583321 3.011144 4.040521 -0.5 1.6 -0.4
C 0.102834 4.351514 4.012837 0.1 -0.4 0.0
C -0.113292 5.018292 2.788481 -0.5 0.7 1.0
C 0.196234 4.381669 1.617006 0.4 -1.6 -1.1
C 0.621929 3.019019 1.610595 -0.1 1.4 1.3
N 1.168548 2.369626 0.507923 -0.5 0.0 -1.3
N 1.616201 3.217062 -0.355453 0.4 -0.3 0.6
C 2.475604 2.822469 -1.306880 -0.3 -0.6 -0.5
C 2.841733 1.436472 -1.515056 -1.6 0.0 0.0
O 2.107125 0.414925 -1.226271 1.2 1.1 0.0
C 4.070993 1.221008 -2.181028 1.6 -0.1 -1.3
C 4.681832 2.197020 -2.940314 -0.5 -0.2 0.4
C 4.122116 3.527628 -3.076968 -1.3 -0.3 1.1
C 4.523713 4.481344 -4.022834 -0.3 0.3 -0.2
C 3.878684 5.703288 -4.109150 0.2 1.3 -0.5
C 2.884919 6.089097 -3.190639 0.8 -1.5 0.0
C 2.529831 5.164412 -2.222724 -0.9 0.7 0.6
C 3.025546 3.855870 -2.185148 1.2 -0.4 -0.6
H 2.512971 0.873838 4.471865 -0.3 -0.2 -0.2
H 0.862411 0.141760 4.518251 0.1 0.4 -0.2
H 2.098488 -0.599618 3.561928 0.3 -0.2 -0.4
H 0.878110 2.600483 4.981263 -0.1 -0.4 0.4
H -0.036725 4.865973 4.978182 0.0 -0.3 -0.7
H -0.524692 6.058383 2.709552 0.6 -1.1 0.5
H 0.194629 4.897421 0.648740 -0.2 -0.2 0.5
H 4.450074 0.186989 -2.148634 -0.1 0.6 -0.1
H 5.606154 2.001520 -3.482352 -0.2 -0.2 0.1
H 5.282924 4.257791 -4.765236 0.1 -0.1 0.2
H 4.167766 6.470622 -4.870395 -0.1 -1.0 0.6
H 2.418292 7.056519 -3.266314 0.0 0.1 0.2
H 1.807355 5.467218 -1.456153 0.1 -0.3 -0.4
Te -2.403776 -0.060436 1.210610 -0.9 0.4 -0.4
C -3.735666 1.638196 1.393547 -0.6 0.6 0.8
C -4.414158 1.749960 2.635802 0.6 -0.2 -1.2
C -5.320477 2.763011 2.874985 -0.1 1.1 -0.7
C -5.638146 3.682086 1.856067 0.1 -0.3 -0.5
C -5.030280 3.552037 0.578102 -0.3 -0.2 1.3
C -4.032581 2.575657 0.393003 0.1 -0.3 0.1
C -3.644650 -0.975497 -0.277479 -0.1 -0.3 -0.2
C -4.172951 -2.257113 -0.078503 0.2 -0.6 1.0
C -4.841507 -2.935981 -1.097259 0.0 2.1 -0.6
C -5.172048 -2.193105 -2.264276 0.4 -1.4 0.2
C -4.664753 -0.925766 -2.466093 -0.1 1.2 0.0
C -3.885993 -0.307133 -1.474185 0.3 -0.3 0.2
H -4.219288 1.017170 3.383373 0.1 -0.4 0.6
H -5.763433 2.914609 3.852099 0.0 -0.3 0.0
H -6.381896 4.481968 2.068832 0.7 -0.7 -0.4
H -5.373953 4.200486 -0.230494 0.5 -0.2 0.2
H -3.456576 2.515989 -0.527143 -0.3 0.2 0.0
H -4.087629 -2.737911 0.926569 0.3 0.3 -1.0
H -5.088952 -3.968482 -0.994310 -0.4 -0.4 0.1
H -5.752823 -2.678320 -3.057672 0.2 0.2 0.3
H -4.898985 -0.360936 -3.387260 0.2 -0.5 0.6
H -3.429319 0.677802 -1.565611 -0.3 -0.3 -0.5
C 1.901239 -8.409589 -0.518306 0.3 0.8 -0.4
C 1.610407 -6.922590 -0.399688 -0.6 -1.7 0.0
C 0.478760 -6.381547 -1.019353 0.4 0.1 -0.4
C 0.230158 -5.013548 -1.000063 0.8 0.0 0.6
C -0.974857 -4.515827 -1.812774 0.5 0.0 0.8
C 1.133005 -4.225978 -0.164499 -1.1 0.9 -0.7
C 2.167437 -4.804653 0.574204 0.3 -0.9 0.3
C 3.116808 -4.152073 1.579537 -0.2 0.6 -0.7
C 2.397672 -6.193078 0.431022 0.1 1.8 0.1
C 0.920078 -2.715645 -0.112509 0.0 0.8 -0.1
O 1.461505 -2.027161 0.852787 -1.7 -0.3 -1.8
O 0.215093 -2.170854 -1.049170 0.9 0.0 2.2
H 1.116878 -8.908989 -1.078595 0.0 -0.3 0.1
H 2.034560 -8.808871 0.471997 -0.2 -0.5 0.4
H 2.861573 -8.564789 -1.019707 -0.2 0.0 -0.2
H -0.143069 -7.089964 -1.582190 0.1 0.5 0.1
H -1.398092 -5.371809 -2.336243 0.0 0.1 -0.1
H -0.727702 -3.699549 -2.491132 0.1 -0.3 0.0
H -1.735024 -4.122078 -1.131277 0.0 0.0 -0.1
H 2.673295 -3.270215 2.057614 0.3 -0.4 -0.2
H 4.057433 -3.846068 1.065171 -0.6 -0.1 0.4
H 3.365453 -4.913670 2.312990 0.1 0.1 0.1
H 3.235725 -6.607839 0.984373 -0.2 -0.2 -0.2
```
Forces are in eV/Å.

Output
* lowest unoccupied orbital energy: -0.52 eV
* spin multiplicity: 1
* molar mass: 834.7 g mol⁻¹
* HOMO level: -0.2566 Eh
* Kohn-Sham gap: 0.237 Eh

Atom charges from the Mulliken analysis, given in e for atoms 1 to 4: Cd 1.6404; C -0.8447; O -0.2136; C 0.6334

---

# 2
ORCA calculation (ωB97M-V with the def2-TZVPD basis set) on a molecular structure, C39H34GeN5O7SV in a non-equilibrium geometry.

```
88
Properties=species:S:1:pos:R:3:forces:R:3
V -0.341932 -0.155358 -0.672797 0.1 -1.0 0.1
C -5.648984 0.592998 5.341283 -0.1 0.0 0.0
O -4.423670 -0.007231 4.996927 0.1 0.0 0.0
C -3.299525 0.767110 5.111724 0.0 0.1 0.0
C -2.097251 0.154535 4.764814 0.0 -0.1 0.0
C -0.910449 0.851090 4.823509 -0.1 0.0 0.4
C -0.874555 2.185166 5.273614 -0.5 -0.6 0.2
C -2.084861 2.768985 5.652781 0.4 -0.1 0.0
C -3.286552 2.081045 5.558586 -0.2 0.0 0.0
N 0.300137 2.903606 5.482491 0.1 0.5 0.3
N 1.350616 2.711726 4.776806 0.4 0.0 0.1
C 1.346836 2.135618 3.542191 -0.2 0.0 -0.3
C 2.528346 1.488249 3.126861 0.0 0.0 0.0
C 2.610155 0.782702 1.944127 0.0 -0.2 -0.2
C 1.514966 0.719251 1.070110 -0.3 0.5 0.7
O 1.439031 0.007194 -0.065805 1.3 -0.3 0.1
C 0.359201 1.459024 1.403579 0.5 -0.1 0.0
N -0.653479 1.392598 0.479088 -0.4 1.2 1.0
C -1.714815 2.192284 0.625781 -0.1 0.1 0.2
C -1.837350 3.044903 1.707932 -0.1 0.0 -0.1
C -0.870101 3.039547 2.711318 0.2 0.1 -0.2
C 0.254851 2.215569 2.596256 0.1 0.2 -0.2
H -6.409708 -0.173259 5.211820 0.0 0.0 0.0
H -5.880163 1.440811 4.688228 0.0 0.0 0.0
H -5.654565 0.936040 6.380939 0.0 0.0 0.0
H -2.122068 -0.878980 4.439734 0.0 0.1 0.1
H 0.017619 0.360612 4.558965 -0.1 0.0 0.0
H -2.066713 3.788116 6.018674 0.0 0.0 0.0
H -4.204123 2.584742 5.832531 0.0 0.0 0.0
H 3.366068 1.499990 3.812406 0.0 0.0 0.0
H 3.521388 0.249384 1.698093 0.0 0.0 0.0
H -2.489234 2.118732 -0.129063 0.0 -0.1 0.0
H -2.703811 3.686715 1.782947 0.0 0.0 0.0
H -0.979363 3.688462 3.567977 0.0 0.0 -0.2
N -0.687581 -1.435871 1.115476 -0.1 0.1 0.0
C -2.039173 -1.420943 1.703133 -0.2 -0.1 -0.1
C -3.091282 -1.751831 0.645618 0.2 0.3 -0.2
C -3.168554 -0.638308 -0.411586 -0.7 -0.3 0.6
O -4.176344 0.040001 -0.496915 0.3 0.0 -0.2
O -2.101880 -0.500631 -1.132698 -1.2 -0.3 -0.6
H -0.448664 -2.374698 0.813410 0.1 -0.1 0.0
H 0.002066 -1.155057 1.808990 0.0 0.0 0.0
H -2.225331 -0.424271 2.109929 0.1 0.0 0.0
H -2.120143 -2.134855 2.528926 0.0 0.0 0.0
H -4.071226 -1.837160 1.109135 0.0 0.0 0.0
H -2.839021 -2.698430 0.156971 0.0 0.0 0.0
O -3.178211 -3.487890 -7.241231 -0.1 -0.1 -0.1
C -3.147731 -4.049759 -6.009363 -0.2 0.0 -0.1
O -3.849087 -5.000090 -5.792850 0.0 0.0 0.0
C -2.231735 -3.452303 -5.003560 0.2 0.2 0.2
C -2.099890 -4.106966 -3.778373 -0.1 -0.1 -0.1
C -1.230073 -3.640155 -2.817242 0.1 0.1 0.0
C -0.459762 -2.495592 -3.046480 -0.1 0.0 -0.3
S 0.687341 -2.015314 -1.807556 0.3 -0.5 -0.2
C -0.614685 -1.816011 -4.252320 0.0 0.1 0.1
C -1.486982 -2.291323 -5.213187 -0.1 -0.1 -0.1
H -2.577573 -2.740106 -7.292520 0.1 0.1 0.0
H -2.690912 -4.996747 -3.607067 0.0 0.0 0.0
H -1.122125 -4.162633 -1.874685 0.0 0.0 0.0
H -0.058006 -0.906802 -4.429671 0.0 0.0 0.0
H -1.574582 -1.718417 -6.130620 0.0 0.0 0.0
O -0.919450 2.787742 -3.263448 0.1 -0.1 0.0
C -0.408269 1.836480 -2.801204 0.1 0.1 -0.1
N 0.124112 0.860361 -2.341420 0.0 0.5 -0.7
Ge 2.163816 -0.082577 -2.477838 0.6 0.1 -0.6
C 2.928010 1.722772 -2.210252 -0.1 -0.4 0.1
C 3.723943 2.055019 -1.120474 0.0 0.0 0.1
C 4.380695 3.276547 -1.068042 0.0 0.0 0.0
C 4.252198 4.177274 -2.115337 0.0 0.0 0.0
C 3.449292 3.861855 -3.202811 0.0 0.1 0.0
C 2.789762 2.642543 -3.245541 -0.1 -0.1 0.0
C 3.618796 -1.415358 -2.149289 -0.3 0.2 0.2
C 4.246144 -1.610404 -0.924491 0.0 0.1 0.0
C 5.115419 -2.676518 -0.731911 0.0 0.0 0.0
C 5.363763 -3.564543 -1.767725 0.0 0.0 0.0
C 4.748419 -3.378334 -2.998827 0.0 0.0 0.0
C 3.880522 -2.313336 -3.181630 0.0 0.1 0.0
H 2.029946 -0.164096 -4.032570 -0.1 -0.1 0.2
H 3.824889 1.362374 -0.296621 0.1 0.0 0.0
H 4.993747 3.523957 -0.210042 0.0 0.0 0.0
H 4.776004 5.124880 -2.085177 0.0 0.0 0.0
H 3.339743 4.566760 -4.018044 0.0 0.0 0.0
H 2.152516 2.398775 -4.090292 0.1 0.1 0.0
H 4.038780 -0.934075 -0.104247 0.0 -0.1 0.0
H 5.588509 -2.823643 0.231718 0.0 0.0 0.0
H 6.029218 -4.405853 -1.615879 0.0 0.0 0.0
H 4.932412 -4.072796 -3.809853 0.0 0.0 0.0
H 3.382297 -2.175622 -4.136844 0.0 -0.1 0.0
```
Forces are in eV/Å.

Output
* lowest unoccupied orbital energy (spin up / spin down): 2.16 / 2.05 eV
* ΔE to the lowest compared entry with this formula, charge and spin: 145.84 kJ/mol
* <S²>: 3.816
* spin multiplicity: 4
* molar mass: 840.3 g mol⁻¹
* HOMO level (spin up / spin down): -0.1065 / -0.1691 Eh
* net charge: -1
* Kohn-Sham gap (spin up / spin down): 0.186 / 0.244 Eh

Atom charges from the Mulliken analysis, given in e for atoms 1 to 4: V 0.5545; C -0.9522; O -0.4467; C 1.0323